This record from OMol25 describes a 11-piece molecular cluster, C36H66B5F20N12 overall at a distorted geometry. The level of theory is wB97M-V/def2-TZVPD.

Spin multiplicity: 1
Kohn-Sham gap: 0.224 Ha
HOMO energy: -9.333 eV
LUMO level: -3.2287 eV
Relative energy (zero: lowest compared OMol25 entry of this formula, charge and spin): 463.2 kJ/mol
M: 1101.03 g mol⁻¹
E_tot: -114032.0234 eV
Max |F|: 0.12394 Eh/bohr
Charge: +1

Atoms and positions in Å:
C: 11.3120 -9.1290 -10.2846
C: 10.0649 -8.2694 -10.6769
N: 10.1599 -7.5022 -11.8060
C: 11.1807 -6.5933 -12.1915
C: 10.7587 -6.1663 -13.4356
N: 9.4565 -6.6442 -13.7884
C: 9.0903 -7.4328 -12.7448
C: 8.4741 -6.1858 -14.8524
H: 11.1729 -9.3154 -9.2197
H: 12.1756 -8.4830 -10.1269
H: 11.5086 -10.0541 -10.8264
H: 9.7874 -7.5974 -9.8647
H: 9.2318 -8.9584 -10.8164
H: 12.1744 -6.6164 -11.7691
H: 11.4098 -5.6804 -14.1472
H: 8.0505 -7.7065 -12.6431
H: 7.7688 -5.5519 -14.3150
H: 8.0798 -6.9200 -15.5550
H: 9.0024 -5.5268 -15.5414
C: 7.9689 2.3219 -15.5338
C: 9.3439 1.8277 -16.1368
N: 9.1510 0.6872 -17.0668
C: 8.4731 0.5663 -18.3066
C: 8.5785 -0.7323 -18.8302
N: 9.3974 -1.4224 -17.8685
C: 9.7332 -0.5288 -16.8924
C: 9.6876 -2.9075 -17.9226
H: 7.3247 2.6924 -16.3312
H: 8.0132 3.0998 -14.7716
H: 7.5064 1.5449 -14.9251
H: 10.0318 1.5848 -15.3270
H: 9.7348 2.6623 -16.7189
H: 8.0284 1.4666 -18.7044
H: 8.2550 -1.1370 -19.7779
H: 10.3208 -0.8416 -16.0420
H: 10.7651 -2.9065 -17.7585
H: 9.5020 -3.3497 -18.9014
H: 9.1718 -3.3116 -17.0516
C: 7.0798 -9.9107 -18.7181
C: 7.5210 -8.4942 -18.3881
N: 8.2268 -7.8236 -19.4822
C: 9.5947 -7.6056 -19.5476
C: 9.9389 -7.0212 -20.8130
N: 8.7160 -6.8484 -21.4486
C: 7.7284 -7.3396 -20.6809
C: 8.7411 -6.4032 -22.8147
H: 7.1694 -9.9352 -19.8041
H: 6.0093 -9.8762 -18.5159
H: 7.5444 -10.7926 -18.2771
H: 8.0682 -8.3220 -17.4613
H: 6.6533 -7.8357 -18.4291
H: 10.2626 -7.7667 -18.7143
H: 10.7691 -6.5384 -21.3071
H: 6.6731 -7.3230 -20.9101
H: 7.7281 -6.4016 -23.2172
H: 9.3833 -7.1109 -23.3390
H: 9.1432 -5.4128 -23.0280
C: 4.3908 -12.0840 -4.9084
C: 4.7742 -13.1548 -5.9394
N: 5.1708 -12.6548 -7.2324
C: 4.2845 -12.0992 -8.2054
C: 5.0929 -11.4935 -9.1344
N: 6.4133 -11.8770 -8.9014
C: 6.4476 -12.4816 -7.6638
C: 7.5877 -11.5317 -9.7241
H: 3.6700 -11.3552 -5.2790
H: 5.3346 -11.5547 -4.7783
H: 4.1094 -12.5818 -3.9804
H: 3.8576 -13.7036 -6.1557
H: 5.5348 -13.9148 -5.7608
H: 3.2296 -12.2591 -8.0378
H: 4.7858 -10.9334 -10.0053
H: 7.3479 -12.8695 -7.2106
H: 7.3000 -11.3336 -10.7566
H: 8.4473 -12.1638 -9.5012
H: 8.0453 -10.7341 -9.1388
C: 4.4178 -4.1790 -14.3798
C: 3.7294 -5.5647 -14.3322
N: 2.3848 -5.4896 -14.8935
C: 1.2505 -6.0572 -14.3360
C: 0.2268 -5.9793 -15.2575
N: 0.6898 -5.4019 -16.4690
C: 2.0234 -5.1152 -16.2209
C: -0.0662 -5.0474 -17.6792
H: 5.4438 -3.9644 -14.0809
H: 3.8055 -3.3684 -13.9846
H: 4.5362 -3.8979 -15.4263
H: 3.5663 -5.8613 -13.2961
H: 4.3086 -6.3610 -14.7996
H: 1.1922 -6.4465 -13.3302
H: -0.8264 -6.1749 -15.1194
H: 2.6430 -4.7074 -17.0059
H: 0.1713 -5.9238 -18.2822
H: 0.2475 -4.0199 -17.8634
H: -1.1183 -4.9698 -17.4048
C: 13.0076 -17.0818 -6.2865
C: 14.1081 -16.4675 -7.2093
N: 14.0387 -14.9815 -7.4436
C: 13.9150 -14.0278 -6.4166
C: 13.6984 -12.7761 -7.0147
N: 13.6951 -12.9189 -8.3999
C: 13.8247 -14.3254 -8.5688
C: 13.3912 -11.9831 -9.4487
H: 12.1080 -17.1668 -6.8960
H: 12.8057 -16.5171 -5.3763
H: 13.3583 -18.0418 -5.9076
H: 14.0908 -16.9525 -8.1853
H: 15.0710 -16.6970 -6.7530
H: 13.9426 -14.4070 -5.4057
H: 13.6490 -11.8191 -6.5164
H: 13.5016 -14.6993 -9.5291
H: 12.5085 -12.2104 -10.0464
H: 14.3065 -11.6554 -9.9416
H: 13.1708 -11.0675 -8.8998
B: 6.1680 -9.7430 -12.7263
F: 5.6882 -8.8377 -13.5801
F: 6.4538 -9.1961 -11.4885
F: 5.3740 -10.8621 -12.5623
F: 7.4332 -10.2023 -13.1148
B: 15.6359 -7.8278 -10.0424
F: 14.4639 -8.3818 -9.4673
F: 16.7267 -7.8434 -9.2388
F: 16.0622 -8.6519 -11.0780
F: 15.5193 -6.6594 -10.7221
B: 11.7231 -6.2166 -16.8100
F: 10.9165 -7.1740 -16.4527
F: 11.6596 -6.2040 -18.2003
F: 11.3773 -5.0077 -16.2877
F: 13.0205 -6.4821 -16.4051
B: 8.7494 -2.0243 -13.7741
F: 8.7638 -2.6579 -12.3852
F: 7.4857 -1.6125 -14.2415
F: 9.5756 -0.9358 -13.6022
F: 9.2296 -2.9155 -14.7816
B: 10.2484 -8.7528 -6.4720
F: 11.1763 -9.6879 -6.7806
F: 9.8594 -8.9726 -5.2208
F: 10.8182 -7.4816 -6.5152
F: 9.1914 -8.8005 -7.3829